(1)
Molecular formula: C2H4N4
Method: DFT, ωB97M-V with the def2-TZVPD basis set

Atoms and positions in Å:
N (0.214, 0.230, -1.749)
H (1.028, 0.732, -2.070)
H (0.620, 0.581, 2.667)
C (0.290, 0.259, 1.689)
C (0.138, 0.116, -0.382)
N (0.849, 0.735, 0.526)
H (0.052, -0.632, -2.252)
H (-1.722, -0.713, -0.172)
N (-0.688, -0.592, 1.557)
N (-0.781, -0.716, 0.186)

The value obtained for the energy above the lowest of the compared OMol25 structures with the same formula, charge and spin is 4.6 kcal/mol. As for the total energy: -8099.116 eV. The value obtained for the orbital gap is 0.366 hartree. The SMILES is Nc1ncn[nH]1. The LUMO energy is 0.827 eV.

(2)
Molecular formula: C3H4OS
Method: DFT, ωB97M-V with the def2-TZVPD basis set

Atoms and positions in Å:
C (1.137, -0.884, -0.455)
H (-1.418, -0.657, 0.698)
H (0.691, 1.326, 0.458)
H (-1.357, 1.104, 1.324)
H (0.683, -1.546, -1.208)
S (-1.100, 0.777, -1.196)
C (0.185, 0.461, -0.053)
C (-1.087, 0.380, 0.564)
O (2.267, -0.962, -0.132)

The value obtained for the energy above the lowest of the compared OMol25 structures with the same formula, charge and spin is 32.8 kcal/mol. As for the total energy: -16056.685 eV. The value obtained for the orbital gap is 0.365 hartree. The SMILES is O=C[C@@H]1CS1. The LUMO energy is 0.691 eV.

(3)
Molecular formula: C14H41FNO21P5S
Method: DFT, ωB97M-V with the def2-TZVPD basis set

Atoms and positions in Å:
H (1.899, 4.977, 4.275)
O (-1.776, 0.351, 1.291)
H (-0.841, 2.157, 0.841)
C (0.009, 4.098, -1.786)
O (1.769, 3.077, 0.596)
H (-0.499, -5.847, -2.523)
H (1.782, -0.430, 2.505)
O (-4.671, -4.656, 0.025)
O (3.899, 2.581, 2.038)
N (3.536, -5.203, -3.318)
H (0.695, 4.716, 2.990)
F (5.092, -2.894, -3.528)
H (0.227, 3.306, -2.506)
H (-1.336, 8.425, -0.768)
H (-1.834, -7.039, 1.913)
C (-3.256, -4.062, 2.649)
H (-2.701, -8.329, 1.028)
O (-2.589, -4.387, 1.448)
O (1.153, -4.326, -4.590)
H (-5.018, -4.734, -1.996)
C (1.682, 4.427, 3.355)
C (-2.117, 2.403, 4.528)
H (1.696, 3.356, 3.577)
H (-4.342, -4.124, 2.543)
H (-4.611, 5.285, -3.948)
H (-2.927, -4.747, 3.435)
O (5.422, -4.465, -1.435)
H (-3.140, 4.339, -4.268)
H (-3.128, 2.159, 4.866)
P (-3.295, -5.400, 0.415)
H (-2.988, -3.042, 2.936)
O (-2.449, -5.808, -0.747)
O (-2.878, 6.155, -3.293)
H (0.791, 4.861, -1.827)
H (6.074, -5.782, -3.622)
H (-1.385, 1.885, 5.154)
H (-1.711, 1.357, -0.487)
H (-5.279, -6.274, -1.127)
S (4.276, -3.930, -2.380)
O (-1.979, 2.042, 3.170)
C (1.026, -5.327, -3.675)
H (5.775, 2.304, 2.800)
C (-5.385, -5.187, -1.071)
C (3.431, 5.228, -0.716)
H (-0.162, 0.693, 0.078)
H (-0.011, 3.672, -0.780)
H (0.862, -1.088, 3.880)
H (3.215, 4.624, -1.601)
H (-3.486, 5.810, -5.223)
C (2.290, -5.768, -2.673)
P (-1.523, 0.525, 2.872)
O (0.082, 0.594, 2.997)
O (2.657, 4.763, 2.388)
O (4.003, 4.408, 0.281)
H (5.370, 3.999, 2.448)
O (3.285, -3.013, -1.620)
O (-1.261, 4.651, -2.068)
O (-0.783, 7.133, -2.252)
H (-0.694, 6.859, -0.225)
O (-3.789, -6.617, 1.349)
H (4.638, 3.175, 3.852)
C (-1.084, 1.190, 0.393)
C (4.976, 3.049, 2.820)
C (0.779, -0.631, 2.891)
O (4.801, -7.651, -2.648)
O (-0.259, -6.052, -3.493)
C (-1.327, 7.351, -0.969)
H (-3.111, -7.970, 2.724)
H (2.287, -6.931, -2.533)
O (-0.556, 5.634, -4.387)
H (4.148, 6.008, -0.985)
H (-6.445, -4.944, -0.954)
H (2.027, -5.301, -1.620)
P (2.975, 3.651, 1.265)
H (-1.961, 3.481, 4.624)
H (0.273, -1.318, 2.207)
P (4.763, -6.445, -3.677)
H (4.589, -6.896, -5.039)
C (-2.799, -7.534, 1.771)
P (-1.301, 5.876, -3.115)
C (-3.557, 5.349, -4.233)
H (-2.348, 6.969, -0.887)
O (-2.173, -0.508, 3.733)
H (2.511, 5.704, -0.362)

The value obtained for the energy above the lowest of the compared OMol25 structures with the same formula, charge and spin is 106.8 kcal/mol. As for the total energy: -119671.982 eV. The value obtained for the orbital gap is 0.347 hartree. The SMILES is O=[PH2]N(CC(=O)O)S(=O)(=O)F.COP(=O)(OC)OC.COP(=O)(OC)OC.COP(=O)(OC)OC.COP(=O)(OC)OC. The LUMO energy is -1.096 eV.

(4)
Molecular formula: C6H8N
Method: DFT, ωB97M-V with the def2-TZVPD basis set

Atoms and positions in Å:
H (-1.426, -1.720, 2.540)
C (0.337, 1.383, -1.346)
H (0.820, -2.272, 1.676)
H (0.970, -0.533, 1.769)
C (0.616, -1.611, -1.481)
H (-1.624, -1.834, 0.648)
H (-0.560, 1.422, -0.712)
H (0.025, 3.527, -1.493)
H (-1.427, -0.245, 1.434)
C (0.565, -1.111, -0.179)
C (0.456, -1.247, 1.274)
C (0.490, -0.243, -1.257)
C (-1.123, -1.241, 1.474)
H (1.303, 2.955, -2.466)
N (0.579, 2.770, -1.882)

The value obtained for the energy above the lowest of the compared OMol25 structures with the same formula, charge and spin is 200.0 kcal/mol. The total charge is +1. As for the total energy: -7827.015 eV. The value obtained for the orbital gap (spin up / spin down) is 0.242 / 0.242 hartree. The SMILES is CCC1=C=C1C=[NH2+]. The LUMO energy (spin up / spin down) is -6.811 / -6.813 eV.

(5)
Molecular formula: C2H4F2O3
Method: DFT, ωB97M-V with the def2-TZVPD basis set

Atoms and positions in Å:
H (0.615, -0.644, 2.817)
O (1.558, -0.625, 0.424)
F (0.083, 0.653, -1.510)
O (-1.389, -1.090, -1.620)
H (0.922, 1.384, 0.865)
O (0.753, 0.302, 2.429)
H (-1.833, -0.823, -2.508)
H (1.333, -0.377, -0.506)
C (-1.027, -0.053, -0.831)
C (0.996, 0.387, 1.137)
F (-2.011, 0.886, -0.697)

The value obtained for the energy above the lowest of the compared OMol25 structures with the same formula, charge and spin is 94.2 kcal/mol. As for the total energy: -13712.261 eV. The value obtained for the orbital gap (spin up / spin down) is 0.225 / 0.291 hartree. The LUMO energy (spin up / spin down) is -0.824 / -0.006 eV.

Maximum force in eV/A, matching the order above: 0.6, 4.4, 9.7, 9.2, 3.9